Entry from the OMol25 dataset: the molecule C10H17F3O2 (ωB97M-V with the def2-TZVPD basis set).

XYZ file:
```
32
Properties=species:S:1:pos:R:3:forces:R:3:mulliken_charge:R:1
C -0.6111 -0.9285 2.1502 -0.08 1.59 2.64 -1.29
C -0.8355 -0.5608 0.9061 0.82 -1.95 0.14 0.39
O -0.5369 -1.4170 -0.1246 -0.42 -0.29 -0.05 -0.26
C 0.2545 -2.5860 0.2467 1.37 2.50 -4.33 -0.78
C 0.3539 -3.4803 -1.0579 -1.08 1.28 3.56 -1.57
C -1.3266 0.7524 0.4159 -0.93 1.12 0.01 1.65
O -1.7318 1.7093 1.4549 3.93 -0.15 -0.45 -0.71
C -0.3256 1.3092 -0.5992 -0.57 0.68 -0.28 -1.75
C 1.1715 1.4191 -0.1214 -2.65 1.90 0.84 1.03
C 2.0575 0.4696 -0.7880 0.95 -2.13 -1.08 -1.47
C 1.5542 2.9230 -0.1875 1.98 -1.58 -2.72 -1.59
C -2.6735 0.5511 -0.2746 -0.12 -0.05 -0.35 0.25
F -3.4503 -0.1849 0.5218 -1.00 0.97 0.76 -0.27
F -3.1800 1.7881 -0.5907 -0.27 -1.52 0.29 -0.27
F -2.6622 -0.1877 -1.3838 0.54 0.47 -0.98 -0.24
H -0.1712 -1.8287 2.5531 -0.09 -0.19 -0.66 0.33
H -0.8112 -0.2178 2.9800 -0.10 -0.32 -0.90 0.26
H 1.1565 -2.0888 0.6110 0.44 -0.93 0.10 0.67
H -0.2036 -3.1425 0.9410 -1.66 -1.78 2.90 0.58
H -0.5914 -3.9682 -1.0601 -0.50 -1.30 0.08 0.45
H 0.2447 -2.8895 -1.8831 0.67 1.77 -2.32 0.34
H 1.2050 -4.0946 -1.0131 0.87 -0.94 -0.25 0.39
H -0.8268 2.1695 1.5939 -2.38 -0.72 0.22 0.50
H -0.7964 2.2664 -0.9757 0.87 -0.79 0.41 0.58
H -0.4327 0.5980 -1.4078 0.43 -0.03 -0.44 0.42
H 1.1777 1.1434 0.9468 -0.04 0.05 -0.13 0.26
H 2.2550 0.5935 -1.8794 -0.80 0.09 0.56 0.37
H 3.0336 0.6727 -0.3731 0.61 -0.66 0.37 0.46
H 1.6885 -0.6110 -0.5963 1.00 1.82 -0.41 0.13
H 1.8248 3.1754 -1.2539 -0.43 -0.39 0.59 0.35
H 2.5087 3.1642 0.2886 -0.61 0.19 0.77 0.37
H 0.6806 3.4814 -0.0397 -0.74 1.30 1.10 0.43
```
Positions in Å, forces in eV/Å.

The calculation puts the gap between HOMO and LUMO at 10.037 eV. The value obtained for the HOMO energy is -9.27 eV. As for the largest force on an atom: 5.185 eV Å⁻¹. Its multiplicity is 1. The SMILES is C=C(OCC)[C@@](O)(CC(C)C)C(F)(F)F.